[1]
DFT (wB97M-V/def2-TZVPD) results for a molecular structure, C16H17Cl2CoN2O4S.

Calculated values
- HOMO-LUMO gap (alpha / beta) (eV) = 8.13 / 6.23
- F_max (eV/Å) = 0.410
- E_tot (eV) = -101531.5732

The geometry in ORCA input format:
```
! RIJCOSX wB97M-V def2-TZVPD def2/J DEFGRID3
* xyz 2 5
H -0.340 -3.183 -2.308
Cl 5.300 -0.848 -1.421
H -3.178 -0.867 -0.701
C 0.225 4.077 -0.679
H 1.304 4.174 -0.791
H 3.979 -0.901 3.996
H -2.138 2.575 2.300
H -0.187 4.970 -0.210
O 0.805 -0.671 1.877
C -1.656 -1.966 -1.448
H -1.596 2.074 -1.940
C 1.832 -0.743 2.539
C 5.911 -0.936 1.175
O 0.739 1.575 -0.245
C 3.511 -0.786 0.596
C -3.894 2.019 1.185
C 4.925 -0.861 0.223
O 2.645 -0.731 -0.301
H -4.540 2.008 2.052
N -2.945 -1.701 -1.215
H -2.875 -4.460 -1.891
C 4.206 -0.880 2.936
H -3.686 -2.296 -1.542
H -2.925 -3.547 -3.427
C -2.276 -4.012 -2.684
H -5.456 1.493 -0.181
Co 0.700 -0.367 -0.146
N -1.323 -3.051 -2.140
C -2.549 2.338 1.326
C -4.404 1.726 -0.072
C -2.240 2.063 -1.069
C 3.201 -0.795 2.017
C -1.744 2.367 0.196
S -0.032 2.721 0.439
H 1.739 -0.778 3.632
H -1.718 -4.805 -3.171
Cl 6.764 -1.046 3.706
H -0.251 3.882 -1.637
O -0.776 -1.166 -1.013
C 5.565 -0.948 2.527
C -3.580 1.744 -1.197
H 6.950 -0.988 0.881
H -3.990 1.527 -2.174
*
```


[2]
DFT (wB97M-V/def2-TZVPD) results for a molecular structure, C16H17ClF10N3OSSbTi.

Calculated values
- HOMO-LUMO gap (eV) = 5.28
- F_max (eV/Å) = 2.359
- E_tot (eV) = -103575.4402

The geometry in ORCA input format:
```
! RIJCOSX wB97M-V def2-TZVPD def2/J DEFGRID3
* xyz -2 1
F 0.913 -0.486 -2.129
H 0.497 3.386 2.182
C 0.059 2.855 -3.220
H -1.765 3.406 1.418
C -3.415 -0.759 -1.423
H -0.318 0.807 3.465
F -0.689 3.955 -2.951
Cl -1.687 -1.982 2.035
H 2.071 1.860 -5.781
C 0.868 0.667 -2.843
H -0.592 3.694 -0.594
Ti -0.047 0.038 0.337
F 1.640 0.203 3.507
F 4.122 -0.106 4.483
H -2.529 1.909 0.859
H 0.509 -2.432 1.323
H -2.113 2.976 -1.143
H -1.985 0.710 2.818
C 1.524 1.822 -4.853
F 2.621 -2.186 3.397
C -1.602 2.471 0.868
C 0.754 2.876 -4.408
F 2.229 -0.378 -4.436
C -4.253 -1.036 -2.518
C 1.541 0.707 -4.034
N -0.464 1.650 -1.109
H 1.418 1.868 2.253
O -1.191 -0.949 -0.596
C -1.200 2.785 -0.569
C -1.630 -1.761 -2.666
F 1.675 0.115 0.184
H -5.288 -0.750 -2.418
C -1.095 1.333 2.907
C 0.017 -1.552 1.740
N -0.585 1.660 1.561
C -2.448 -2.030 -3.717
H -2.052 -2.537 -4.585
H -0.587 -2.037 -2.632
H -4.461 -1.830 -4.489
H -1.353 2.257 3.437
Sb 3.477 -0.469 2.682
F 0.668 3.982 -5.177
F 3.618 1.817 2.420
S -4.008 -0.083 0.003
N -2.075 -1.100 -1.569
H 0.450 -1.317 2.710
F 5.241 -1.766 2.656
C -3.793 -1.645 -3.659
C 0.105 1.752 -2.315
H 1.099 2.614 0.691
C 0.678 2.431 1.677
*
```